*P*
The following is a DFT calculation (the ωB97M-V functional and the def2-TZVPD basis) of one molecule with the formula C2H3ClO2S.

XYZ file:
```
9
Properties=species:S:1:pos:R:3:mulliken_charge:R:1
C 0.68 0.13 -0.82 -0.63
C -0.28 0.65 0.20 0.40
O -0.38 -2.16 0.47 -0.58
O 0.04 0.63 1.49 -0.42
S -0.70 -1.12 -0.53 0.42
Cl -1.21 2.10 -0.22 -0.21
H 0.52 0.25 -1.88 0.34
H 1.58 -0.20 -0.40 0.32
H -0.25 -0.28 1.69 0.36
```

2S+1	1
lowest unoccupied orbital energy	0.5	eV

*Q*
The following is a DFT calculation (the ωB97M-V functional and the def2-TZVPD basis) of C2H3ClO2S as an isolated structure.

XYZ file:
```
9
Properties=species:S:1:pos:R:3:mulliken_charge:R:1
C 0.32 0.69 -0.39 -0.44
C -0.06 -0.05 0.96 -0.18
O -1.86 -0.62 -1.24 -0.57
O 0.28 -1.85 -1.03 -0.52
S -0.55 -0.75 -0.66 0.88
Cl 1.19 -0.89 1.76 -0.12
H -0.30 1.88 -0.62 0.27
H 1.39 0.85 -0.53 0.35
H -0.41 0.73 1.75 0.34
```

2S+1	1
lowest unoccupied orbital energy	0.2	eV

Quick one: most stable of them? *P*

*P*
The following is a DFT calculation (the ωB97M-V functional and the def2-TZVPD basis) of C24H22N3O7PdTe as an isolated structure.

XYZ file:
```
58
Properties=species:S:1:pos:R:3:mulliken_charge:R:1
Pd -0.46 -1.14 0.39 -0.07
O -3.71 0.71 2.35 -0.68
C -2.93 0.66 1.42 -0.21
O -1.66 0.45 1.56 -0.46
C -3.41 0.97 0.01 0.63
C -4.26 2.01 -0.17 -0.24
C -4.65 2.41 -1.47 -0.50
C -4.11 1.78 -2.57 -0.25
C -3.23 0.72 -2.41 -0.34
C -2.91 0.19 -1.10 0.76
O -2.31 -0.89 -0.95 -0.86
N -2.62 0.17 -3.55 0.90
O -1.68 -0.62 -3.41 -0.56
O -3.01 0.51 -4.66 -0.69
N -5.53 3.51 -1.63 1.03
O -5.87 3.82 -2.76 -0.67
O -5.90 4.11 -0.63 -0.66
H -4.65 2.54 0.69 0.55
H -4.36 2.12 -3.57 0.61
C 0.93 1.64 2.34 -0.78
Te 0.37 1.37 0.27 0.27
C 2.53 1.84 0.09 -1.35
C 2.79 2.80 1.20 0.75
C 3.77 3.78 1.15 -0.75
C 3.95 4.66 2.21 -0.50
C 3.14 4.56 3.32 -0.54
C 2.16 3.58 3.39 -0.74
C 1.98 2.70 2.33 0.76
H 1.32 0.69 2.72 0.14
H 0.06 1.91 2.93 0.50
H 2.81 2.24 -0.88 0.51
H 3.09 0.91 0.25 0.37
H 4.39 3.87 0.27 0.41
H 4.72 5.42 2.15 0.38
H 3.26 5.25 4.15 0.38
H 1.52 3.52 4.25 0.44
C 1.36 -1.99 -2.00 -0.94
N 0.86 -3.33 -2.15 -0.06
C 0.04 -3.43 -3.35 -0.93
C 0.12 -3.75 -0.98 -0.71
C 0.94 -3.72 0.30 0.84
C 1.72 -4.81 0.65 -0.72
C 2.43 -4.82 1.83 -0.49
C 2.36 -3.73 2.68 -0.65
C 1.59 -2.63 2.34 0.00
C 0.86 -2.60 1.15 -0.24
H 1.87 -1.68 -2.91 0.44
H 2.05 -1.94 -1.16 0.38
H 0.51 -1.27 -1.82 0.24
H 0.65 -3.20 -4.22 0.35
H -0.80 -2.74 -3.32 0.31
H -0.33 -4.45 -3.44 0.34
H -0.26 -4.76 -1.15 0.75
H -0.77 -3.06 -0.83 0.01
H 1.75 -5.67 -0.01 0.40
H 3.03 -5.68 2.11 0.35
H 2.91 -3.73 3.62 0.39
H 1.55 -1.78 3.02 0.38
```

net charge	-1
2S+1	3
lowest unoccupied orbital energy (alpha / beta)	2.1 / 0.8	eV

*Q*
The following is a DFT calculation (the ωB97M-V functional and the def2-TZVPD basis) of C24H22N3O7PdTe as an isolated structure.

XYZ file:
```
58
Properties=species:S:1:pos:R:3:mulliken_charge:R:1
Pd -0.42 -0.13 0.14 -0.22
O 2.13 -3.10 -1.06 -0.68
C 1.16 -2.68 -0.46 -0.12
O 1.17 -1.58 0.24 -0.52
C -0.09 -3.53 -0.37 0.69
C 0.08 -4.89 -0.24 -0.43
C -1.03 -5.72 -0.07 -0.42
C -2.31 -5.21 -0.02 -0.29
C -2.48 -3.85 -0.15 -0.18
C -1.41 -2.95 -0.41 0.89
O -1.59 -1.73 -0.73 -1.04
N -3.85 -3.35 0.01 0.93
O -4.02 -2.19 0.32 -0.54
O -4.76 -4.14 -0.17 -0.65
N -0.84 -7.15 0.08 1.03
O -1.82 -7.86 0.18 -0.66
O 0.31 -7.58 0.06 -0.65
H 1.07 -5.30 -0.26 0.56
H -3.16 -5.86 0.14 0.60
C 1.58 -0.64 3.16 -0.58
Te -0.40 -1.17 2.60 0.32
C -0.88 0.21 4.17 -1.06
C 0.26 0.08 5.14 0.47
C 0.12 0.34 6.50 -0.82
C 1.21 0.19 7.35 -0.48
C 2.43 -0.23 6.85 -0.56
C 2.57 -0.50 5.50 -0.67
C 1.49 -0.35 4.64 0.65
H 1.84 0.24 2.59 -0.11
H 2.26 -1.45 2.90 0.58
H -1.85 -0.01 4.61 0.57
H -0.91 1.20 3.72 0.37
H -0.84 0.66 6.89 0.42
H 1.09 0.39 8.41 0.38
H 3.27 -0.36 7.52 0.38
H 3.52 -0.84 5.11 0.45
C -3.06 1.67 1.64 -0.57
N -3.31 2.51 0.49 -0.05
C -4.59 2.16 -0.10 -1.00
C -2.25 2.37 -0.52 -1.06
C -0.89 2.80 -0.03 1.15
C -0.63 4.17 0.06 -0.68
C 0.60 4.63 0.52 -0.41
C 1.57 3.71 0.89 -0.79
C 1.31 2.35 0.80 -0.02
C 0.09 1.86 0.34 -0.40
H -3.88 1.79 2.36 0.42
H -2.13 1.97 2.13 0.14
H -3.00 0.60 1.38 0.09
H -5.39 2.32 0.63 0.32
H -4.64 1.11 -0.43 0.33
H -4.79 2.80 -0.97 0.34
H -2.54 2.98 -1.38 0.71
H -2.20 1.32 -0.88 0.25
H -1.40 4.88 -0.22 0.39
H 0.79 5.70 0.58 0.36
H 2.54 4.06 1.23 0.39
H 2.10 1.66 1.07 0.49
```

net charge	-1
2S+1	3
lowest unoccupied orbital energy (alpha / beta)	2.2 / 1.2	eV

Quick one: most stable of them? *Q*

*P*
The following is a DFT calculation (the ωB97M-V functional and the def2-TZVPD basis) of one molecule with the formula C3H8N2S2.

XYZ file:
```
15
Properties=species:S:1:pos:R:3:mulliken_charge:R:1
C -1.90 -0.09 0.00 0.21
C 1.10 -0.32 1.31 -0.92
C 1.34 0.31 -1.14 -0.95
N -0.62 -0.61 -0.10 -0.17
N 0.46 0.24 0.12 -0.10
S -3.21 -1.00 0.21 -0.34
S -1.96 1.66 -0.25 -0.16
H 0.36 -0.44 2.09 0.32
H 1.58 -1.27 0.97 0.36
H 1.90 0.48 1.54 0.29
H 1.05 1.08 -1.75 0.32
H 2.44 0.28 -1.02 0.32
H 1.12 -0.57 -1.69 0.38
H -0.41 -1.60 -0.17 0.30
H -3.25 1.85 -0.11 0.15
```

SMILES string	CN(C)NC(=S)S
2S+1	1
lowest unoccupied orbital energy	0.6	eV

*Q*
The following is a DFT calculation (the ωB97M-V functional and the def2-TZVPD basis) of one molecule with the formula C3H8N2S2.

XYZ file:
```
15
Properties=species:S:1:pos:R:3:mulliken_charge:R:1
C -0.70 -0.72 -1.91 -0.74
C -0.15 -0.16 0.30 0.77
C 0.45 -0.63 1.49 -0.62
H -1.85 -0.43 -1.68 0.28
H -0.29 0.44 -2.08 0.23
H -0.51 -1.55 -2.59 0.28
H -0.33 -0.27 2.17 0.42
H 0.45 -1.81 1.35 0.24
H 2.68 -0.98 0.58 0.16
H -0.75 1.12 -0.91 0.05
H 0.41 2.77 1.33 0.14
N -0.10 -0.97 -0.69 -0.47
N -0.61 1.07 0.02 -0.30
S 2.13 -0.28 1.68 -0.25
S -0.85 2.41 0.95 -0.19
```

SMILES string	C/N=C(/CS)NS
2S+1	1
lowest unoccupied orbital energy	0.7	eV

Quick one: most stable of them? *P*

*P*
The following is a DFT calculation (the ωB97M-V functional and the def2-TZVPD basis) of one molecule with the formula C3H3IN2O.

XYZ file:
```
10
Properties=species:S:1:pos:R:3:mulliken_charge:R:1
C 0.45 -1.66 -0.04 0.52
C 0.29 0.77 0.15 0.68
C -1.15 0.67 -0.18 -0.96
N -0.12 -2.58 -0.41 -0.44
N 1.03 -0.54 0.35 -0.49
O 0.95 1.76 0.30 -0.49
I 3.04 -0.46 0.67 0.24
H -1.59 -0.27 0.13 0.37
H -1.65 1.52 0.30 0.30
H -1.25 0.79 -1.26 0.27
```

SMILES string	CC(=O)N(I)C#N
2S+1	1
lowest unoccupied orbital energy	-0.9	eV

*Q*
The following is a DFT calculation (the ωB97M-V functional and the def2-TZVPD basis) of a 2-piece molecular cluster, C3H3IN2O overall.

XYZ file:
```
10
Properties=species:S:1:pos:R:3:mulliken_charge:R:1
C -1.12 1.06 -0.40 -0.54
C -0.54 -0.09 0.09 -0.15
C 0.57 1.72 0.65 0.34
N -0.34 2.12 -0.09 -0.50
N 0.62 0.37 0.74 0.22
O 1.41 -0.45 1.45 -0.45
I 4.67 0.04 -0.10 0.01
H -1.88 1.24 -1.18 0.34
H -0.61 -1.20 0.02 0.38
H 0.92 -0.71 2.27 0.35
```

2S+1	1
lowest unoccupied orbital energy (alpha / beta)	-1.2 / -3.1	eV

Quick one: most stable of them? *P*

*P*
The following is a DFT calculation (the ωB97M-V functional and the def2-TZVPD basis) of C3H3IN2O as an isolated structure.

XYZ file:
```
10
Properties=species:S:1:pos:R:3:mulliken_charge:R:1
C -0.94 1.36 0.96 0.42
C 1.36 0.43 0.19 -0.44
C -1.10 0.58 -0.29 -0.91
N -0.75 2.05 1.86 -0.39
N 1.70 1.06 -0.71 0.60
O 1.81 1.58 -1.75 -0.58
I -3.17 0.21 -0.32 0.10
H -0.89 1.02 -1.24 0.37
H 1.47 0.55 1.25 0.38
H -0.52 -0.30 -0.17 0.44
```

2S+1	1
lowest unoccupied orbital energy	-0.2	eV

*Q*
The following is a DFT calculation (the ωB97M-V functional and the def2-TZVPD basis) of a 2-piece molecular cluster, C3H3IN2O overall.

XYZ file:
```
10
Properties=species:S:1:pos:R:3:mulliken_charge:R:1
C -0.70 -0.57 -0.26 -0.40
C 0.27 -0.38 0.73 -0.23
C 0.32 1.23 -0.74 -0.06
N -0.68 0.49 -1.08 -0.47
N 0.93 0.77 0.38 0.53
O 1.90 1.27 1.03 -0.47
I 4.75 -0.09 -0.08 -0.10
H -1.06 -1.49 -0.63 0.34
H 0.70 -0.77 1.61 0.44
H 0.50 2.05 -1.39 0.42
```

2S+1	1
lowest unoccupied orbital energy (alpha / beta)	-4.4 / -4.4	eV

Quick one: most stable of them? *P*

*P*
The following is a DFT calculation (the ωB97M-V functional and the def2-TZVPD basis) of one molecule with the formula C9H10N2S.

XYZ file:
```
22
Properties=species:S:1:pos:R:3:mulliken_charge:R:1
C -2.15 2.49 -0.37 -0.79
C 0.26 2.43 -0.73 -1.07
C 0.47 1.02 -0.24 0.80
C 0.42 -0.12 -0.98 -1.18
C 0.63 -1.31 -0.20 0.80
C 0.68 -2.66 -0.56 -0.46
C 0.89 -3.60 0.44 -0.37
C 1.06 -3.17 1.76 -0.21
C 0.82 -1.02 1.17 0.23
H -2.96 3.11 0.08 0.32
H -2.34 2.40 -1.44 0.28
H -2.20 1.46 0.04 0.26
H -0.71 3.33 0.82 0.32
H 1.15 3.01 -0.50 0.37
H 0.16 2.38 -1.81 0.41
H 0.24 -0.14 -2.04 0.38
H 0.52 -2.97 -1.61 0.36
H 0.92 -4.67 0.20 0.34
H 1.23 -3.92 2.54 0.35
N -0.86 3.15 -0.16 -0.33
N 1.02 -1.90 2.14 -0.59
S 0.73 0.71 1.46 -0.22
```

SMILES string	CNCc1cc2cccnc2s1
2S+1	1
lowest unoccupied orbital energy	0.6	eV

*Q*
The following is a DFT calculation (the ωB97M-V functional and the def2-TZVPD basis) of one molecule with the formula C9H10N2S.

XYZ file:
```
22
Properties=species:S:1:pos:R:3:mulliken_charge:R:1
C -3.49 -1.26 0.10 -0.28
C -2.70 -0.15 0.33 -0.70
C -2.89 -2.47 -0.24 -0.44
C -1.31 -0.27 0.22 0.63
C -0.87 -1.53 -0.12 0.18
C 1.31 -1.66 -0.06 0.33
C -0.33 0.85 0.40 -0.62
C 0.85 0.66 -0.55 -0.95
C 3.14 -0.11 0.02 -1.04
N -1.58 -2.59 -0.34 -0.50
N 1.74 -0.42 -0.14 0.05
S 2.02 -3.07 0.23 -0.35
H -4.57 -1.20 0.19 0.38
H -3.14 0.80 0.60 0.39
H -3.48 -3.36 -0.44 0.39
H -0.81 1.81 0.19 0.41
H 0.03 0.86 1.43 0.27
H 0.47 0.45 -1.56 0.39
H 1.45 1.57 -0.60 0.45
H 3.64 -0.02 -0.95 0.33
H 3.25 0.82 0.57 0.35
H 3.62 -0.92 0.58 0.32
```

2S+1	1
lowest unoccupied orbital energy	0.7	eV

Quick one: most stable of them? *P*